ORCA calculation (wB97M-V/def2-TZVPD) on a cluster of 2 separate species, C5H10O2 in total.

Element x y z (Å)
C -1.692889 1.758881 0.113649
O -1.267411 0.726400 0.981272
C 0.629986 0.205684 0.533524
C 1.606050 -0.833735 0.889058
C 1.281612 -0.551235 -0.577236
C 0.148234 -1.409965 -1.062195
O -0.676520 -1.362648 0.064446
H -1.591412 1.467309 -0.939922
H -1.079517 2.648465 0.297462
H -2.739272 2.012899 0.320004
H 0.803721 1.246159 0.773159
H 2.537131 -0.443899 1.296353
H 1.272669 -1.781327 1.293550
H 2.021953 -0.087348 -1.228232
H -0.295879 -0.963789 -1.971829
H 0.434518 -2.444769 -1.311971
H -1.392975 -0.187081 0.528907

Atomic forces in eV per Å
-0.024 0.186 -0.090
0.046 -0.080 0.037
0.178 0.268 -0.010
0.012 -0.088 0.170
-0.061 0.012 -0.176
0.212 -0.111 -0.186
-0.197 -0.007 -0.025
-0.015 0.039 0.147
-0.090 -0.102 -0.038
0.170 -0.038 -0.033
-0.081 -0.136 -0.009
-0.141 -0.019 -0.037
0.030 0.128 -0.085
-0.157 -0.046 0.124
0.029 -0.068 0.162
-0.035 0.128 0.038
0.126 -0.069 0.011

Total energy: -9436.5650 eV
ΔE to the lowest compared entry with this formula, charge and spin: 625.03 kJ/mol
Kohn-Sham gap (spin up / spin down): 0.3317 / 0.3317 Ha
E_HOMO (spin up / spin down): -8.9 / -8.9 eV